Record 1
An isolated ion of composition C4H3O4 and charge -1 in a non-equilibrium geometry, computed with wB97M-V/def2-TZVPD.

Structure (XYZ):
```
11
Properties=species:S:1:pos:R:3:forces:R:3
C 1.678467 0.176415 0.022868 0.4968 -1.1626 1.3864
C 0.199076 -0.097196 -0.046069 0.8437 1.4316 0.5354
O -0.589354 1.070763 0.042815 -1.0456 -0.3729 -0.1059
C -1.910293 0.688827 0.008012 -0.2391 2.3561 0.3649
O -2.775146 1.568967 0.072320 0.6831 -1.3931 -0.1731
O -2.067254 -0.599145 -0.065823 1.2622 -0.3620 -0.0804
C -0.553811 -1.202677 -0.085875 0.0661 -0.4078 -0.0758
O -0.394547 -2.403198 -0.146507 -0.5192 -0.4644 -0.0090
H 1.968838 1.043465 -0.518041 0.0114 0.5534 -1.4010
H 2.246462 -0.722242 -0.278915 -0.2711 0.4840 -0.2571
H 2.197558 0.476019 0.995219 -1.2882 -0.6622 -0.1843
```
Positions in Å, forces in eV/Å.

## Properties
SMILES = Cc1oc(=O)oc1[O-]
LUMO level = 4.02 eV
Multiplicity = 1
HOMO energy = -0.1088 Ha
Frontier orbital gap = 7.0 eV
Total charge = -1

What are the Mulliken partial charges on each atom? They are as follows, in elementary charge units:
1. C -1.195
2. C 0.341
3. O -0.431
4. C 0.714
5. O -0.694
6. O -0.380
7. C 0.572
8. O -0.740
9. H 0.319
10. H 0.273
11. H 0.220

Record 2
A single C4H4 molecule in a non-equilibrium geometry, computed with wB97M-V/def2-TZVPD.

Structure (XYZ):
```
8
Properties=species:S:1:pos:R:3:forces:R:3
C 1.665853 -1.231295 -0.224284 1.6597 -0.0931 -0.3407
C 0.594101 -0.751003 0.058762 -0.7279 -0.0660 -0.2633
C -0.765069 -0.149802 0.122004 0.9731 -3.5288 -0.9667
C -0.844013 1.148777 0.109562 -0.7478 3.0138 1.5143
H 2.721765 -1.534180 -0.521184 -2.2823 0.4716 0.7387
H -1.604193 -0.911291 -0.045995 1.1122 1.5189 0.3462
H -1.842207 1.679674 0.089107 1.3563 -0.6280 -0.1099
H 0.073763 1.749120 0.412028 -1.3432 -0.6883 -0.9186
```
Positions in Å, forces in eV/Å.

## Properties
SMILES = C#CC=C
LUMO level = 1.11 eV
Multiplicity = 1
HOMO energy = -0.3481 Ha
Frontier orbital gap = 10.6 eV

What are the Mulliken partial charges on each atom? They are as follows, in elementary charge units:
1. C 0.064
2. C -0.256
3. C -0.337
4. C -0.547
5. H 0.338
6. H 0.250
7. H 0.250
8. H 0.238

Record 3
A single C4H4 molecule in a non-equilibrium geometry, computed with wB97M-V/def2-TZVPD.

Structure (XYZ):
```
8
Properties=species:S:1:pos:R:3:forces:R:3
C 0.665228 0.490588 0.162201 0.8886 -9.4114 -3.9508
C 0.422019 -0.641925 -0.313013 4.3545 8.5710 3.1027
C 0.257483 1.619372 0.635392 -1.2784 6.7279 2.7099
C -0.378734 -1.612369 -0.592213 -3.6050 -5.8608 -2.0425
H -0.042067 2.422412 -0.023760 -0.1412 0.0425 -0.0279
H 0.389839 1.894043 1.671767 -0.0326 0.0240 0.1186
H -0.851794 -1.676632 -1.561928 -0.0908 -0.0250 -0.0873
H -0.461974 -2.495488 0.021554 -0.0951 -0.0682 0.1773
```
Positions in Å, forces in eV/Å.

## Properties
LUMO level (spin up / spin down) = 1.19 / -2.43 eV
Multiplicity = 3
HOMO energy (spin up / spin down) = -0.2208 / -0.3454 Ha
Frontier orbital gap (spin up / spin down) = 7.2 / 7.0 eV

What are the Mulliken partial charges on each atom? They are as follows, in elementary charge units:
1. C 0.262
2. C 0.290
3. C -0.835
4. C -0.841
5. H 0.283
6. H 0.280
7. H 0.278
8. H 0.283

Record 4
A 15-piece molecular cluster, C4H40N2O14S overall in a non-equilibrium geometry, computed with wB97M-V/def2-TZVPD.

Structure (XYZ):
```
61
Properties=species:S:1:pos:R:3:forces:R:3
C -0.209078 -0.189292 -0.297875 0.6670 -0.4794 2.0995
C -0.630869 -1.578477 -0.792018 -1.2208 1.9715 -1.6057
C -0.064828 -1.619056 -2.207795 0.8603 -1.4693 0.0366
S -0.232456 -3.197887 -3.144015 -0.0654 0.0622 -0.3338
N -2.072780 -1.726876 -0.890911 0.4692 -0.6120 0.0881
C -2.916370 -1.864432 0.281518 0.1912 0.6649 -1.1977
N -3.330295 -0.586124 0.834294 0.6165 0.5296 0.1002
H -0.540031 0.709958 -0.822283 -0.0372 -0.4418 -0.4481
H -0.512796 -0.083296 0.747355 -0.3505 0.1731 0.0062
H 0.875828 -0.195591 -0.175768 0.2119 0.3682 -0.4832
H -0.238199 -2.363672 -0.187926 0.5405 -0.4281 0.3279
H -0.477921 -0.883718 -2.897007 -0.1237 0.2351 0.4216
H 1.003508 -1.445548 -2.095776 0.0516 0.1321 -0.2773
H -0.562274 -4.091578 -2.201871 -0.0428 0.3206 0.3068
H -2.353309 -1.002621 -1.528642 -0.5122 0.2809 0.2485
H -3.797336 -2.350051 -0.099470 -0.6447 -0.3218 0.2620
H -2.418201 -2.560193 0.943833 0.0709 -0.0370 0.4791
H -4.270088 -0.548034 1.205048 0.2899 -0.1317 0.2433
H -2.622415 -0.173725 1.445773 -0.5835 -0.3588 0.1672
H -2.717661 1.236463 -3.436301 -0.4016 -0.7666 0.1012
H -3.747110 0.792465 -2.311582 0.2085 -0.4243 -0.3081
O -3.378557 1.528406 -2.800275 -0.0117 1.1992 0.1311
H 4.078959 -0.966579 3.333651 -0.1367 0.2041 -0.0052
H 4.563535 -0.755203 1.858048 -0.0222 0.0174 0.6560
O 4.580876 -1.361451 2.622664 0.5723 -0.2333 -0.8238
H -0.582149 -3.698694 1.147865 0.0054 1.3564 0.8752
H 0.178280 -4.817477 0.566691 0.4338 -0.3868 -0.2038
O -0.715319 -4.517801 0.718741 -0.3480 -1.1987 -0.5593
H -1.637688 3.908789 -2.512233 0.1873 0.1227 0.1488
H -2.208013 2.557959 -2.137042 0.4719 0.1873 0.0428
O -1.382834 3.105948 -2.043629 -0.4213 -0.1362 -0.0641
H 2.268945 2.420675 -1.904991 -0.0596 0.1859 0.3857
H 3.739656 2.091194 -2.145553 0.2782 0.1615 -0.1134
O 2.886593 1.693676 -1.974651 0.1079 -0.8270 -0.5935
H 0.907056 3.511682 -1.092044 -0.6246 -0.0786 0.4167
H 0.991586 2.783984 0.312363 -0.1417 0.2081 -0.0476
O 1.472770 3.325251 -0.334666 0.1377 0.3482 -0.2552
H 0.275082 -0.459133 3.114415 -0.2452 0.2791 -0.0489
H -0.749133 0.047196 4.167680 0.0011 0.0087 -0.2043
O -0.533784 0.092944 3.227205 -0.1174 -0.2002 0.2795
H 3.319507 -3.527260 1.095069 -0.0358 0.0049 -0.0679
H 3.955569 -3.081440 -0.182537 -0.0183 0.0836 -0.2353
O 3.104676 -3.365213 0.165500 -0.0186 0.0183 0.4899
H -2.532247 -1.682544 -4.031765 0.2124 -0.0782 -0.2400
H -3.308693 -1.789829 -2.776898 -0.0703 -0.2996 0.1835
O -3.079105 -1.145909 -3.451096 -0.2643 0.0144 -0.4640
H -1.880407 2.644683 -0.093906 0.1535 0.7611 -0.2894
H -2.651317 1.603844 0.575753 -0.3750 0.4194 0.4118
O -2.467566 2.561456 0.667055 -0.0654 -1.0422 -0.3751
H 2.406386 4.134510 1.688242 -0.1331 -0.1477 -0.0667
H 2.012499 3.299672 2.903795 -0.2066 -0.0729 -0.1177
O 2.590093 3.300273 2.135066 0.5209 0.3351 0.2967
H 1.881881 -1.623338 1.891843 0.2583 -0.1943 -0.3765
H 2.249575 -0.228969 2.408830 -0.0242 -0.0680 -0.1994
O 1.832106 -1.063115 2.666071 -0.3670 0.3916 0.3780
H -0.538496 1.957933 2.570298 0.4726 0.2000 -0.0968
H -0.941766 3.191626 1.795881 0.2781 -0.2013 0.2293
O -0.162848 2.795884 2.230465 -0.6277 -0.1442 -0.0335
H 3.784874 2.329978 0.977546 -0.2695 -0.3489 -0.0834
H 3.449592 1.397546 -0.244770 0.2443 0.4124 0.4356
O 4.054496 1.520139 0.516711 0.0734 -0.5287 -0.0301
```
Positions in Å, forces in eV/Å.

## Properties
LUMO level = 0.11 eV
Multiplicity = 1
HOMO energy = -0.3244 Ha
Frontier orbital gap = 8.9 eV

What are the Mulliken partial charges on each atom? They are as follows, in elementary charge units:
1. C -0.354
2. C 0.630
3. C -1.091
4. S -0.274
5. N -0.010
6. C -0.598
7. N -0.378
8. H -0.023
9. H -0.321
10. H 0.523
11. H -0.226
12. H 0.268
13. H 0.540
14. H 0.117
15. H 0.358
16. H 0.367
17. H 0.191
18. H 0.178
19. H 0.146
20. H 0.354
21. H 0.275
22. O -0.704
23. H 0.299
24. H 0.335
25. O -0.639
26. H 0.299
27. H 0.317
28. O -0.578
29. H 0.263
30. H 0.445
31. O -0.629
32. H 0.338
33. H 0.279
34. O -0.643
35. H 0.328
36. H 0.389
37. O -0.727
38. H 0.405
39. H 0.243
40. O -0.590
41. H 0.321
42. H 0.284
43. O -0.596
44. H 0.269
45. H 0.349
46. O -0.628
47. H 0.348
48. H 0.411
49. O -0.796
50. H 0.287
51. H 0.247
52. O -0.607
53. H 0.260
54. H 0.292
55. O -0.690
56. H 0.311
57. H 0.318
58. O -0.584
59. H 0.341
60. H 0.430
61. O -0.672

Short version: energy relative to the best compared isomer or geometry (same formula, charge and spin) = 0.4, 11.8, 9.3, 9.8 kcal per mole, in the order given.